No. 1
Computed, not measured: C25H45BrClPSn as an isolated structure, with the ωB97M-V functional and the def2-TZVPD basis.

XYZ file:
```
74
Properties=species:S:1:pos:R:3:forces:R:3
Sn 0.00000 0.00000 0.00000 -3.59 -3.56 -4.57
P 0.24080 2.24585 -0.67025 0.18 3.65 -1.32
Cl 1.91677 -0.34104 -1.37085 1.28 -0.08 -1.71
C 1.10649 0.27179 1.42751 4.67 1.40 6.91
H 0.80380 0.45260 2.46412 0.47 -0.14 -0.40
H 2.18706 0.16842 1.27006 -0.44 0.10 0.22
C -0.05250 2.13403 -2.50191 -0.04 -0.09 0.00
C 2.00453 2.78463 -0.40939 0.04 -0.13 0.11
C -0.28917 3.42681 -3.29846 0.01 -0.10 -0.04
H 0.88817 1.67131 -2.83458 -0.11 0.08 -0.06
C -0.35724 3.11672 -4.80224 -0.07 -0.04 0.07
H -1.23779 3.88343 -2.98842 0.09 -0.04 -0.05
H 0.49980 4.15782 -3.10186 -0.09 -0.07 -0.03
C -1.45529 2.09107 -5.10969 0.08 -0.02 0.02
H -0.53075 4.04332 -5.36240 0.02 -0.13 0.07
H 0.61403 2.72076 -5.12949 -0.11 0.04 0.04
C -1.25551 0.80851 -4.29310 -0.05 0.18 0.03
H -2.43440 2.52861 -4.86568 0.11 -0.05 -0.03
H -1.46949 1.85935 -6.18116 0.00 0.04 0.15
C -1.17123 1.11219 -2.79217 0.15 -0.04 -0.37
H -2.07015 0.10000 -4.48168 0.11 0.09 0.02
H -0.32378 0.31574 -4.60014 -0.10 0.06 0.04
H -2.13436 1.50004 -2.43451 0.03 -0.01 -0.03
H -0.97832 0.16790 -2.25746 -0.12 0.27 -0.30
C -0.80019 3.62043 0.05507 -0.08 -0.04 -0.02
C 2.25456 3.27813 1.02638 0.04 0.01 0.08
H 2.51297 1.81784 -0.51732 0.00 0.21 0.08
C 3.76262 3.40216 1.28432 -0.06 0.09 -0.12
H 1.78308 4.25437 1.19334 0.09 -0.06 -0.02
H 1.80627 2.57968 1.74467 0.10 0.12 -0.16
C 4.41980 4.32935 0.25376 -0.02 -0.09 0.00
H 3.93759 3.77359 2.30113 -0.03 -0.06 -0.14
H 4.21899 2.40524 1.22094 -0.05 0.10 0.01
C 4.14740 3.84523 -1.17568 -0.06 0.02 0.07
H 4.01953 5.34651 0.37569 0.04 -0.11 -0.02
H 5.49970 4.38986 0.43313 -0.15 0.00 -0.04
C 2.64055 3.71824 -1.45365 0.00 -0.06 0.02
H 4.60048 4.52849 -1.90393 -0.06 -0.10 0.10
H 4.61567 2.86239 -1.32131 -0.05 0.11 0.02
H 2.18211 4.71409 -1.43340 0.06 -0.10 -0.02
H 2.49059 3.30988 -2.45806 0.04 0.05 0.07
C -2.30961 3.46498 -0.20841 0.05 0.09 0.04
H -0.63429 3.49867 1.13761 0.00 0.04 -0.08
C -3.11972 4.49169 0.59617 0.05 0.01 -0.05
H -2.50324 3.60797 -1.27898 0.00 -0.02 0.11
H -2.64776 2.46096 0.04714 -0.02 0.19 -0.02
C -2.67524 5.92536 0.28959 0.06 -0.06 0.03
H -4.18766 4.36598 0.38262 0.14 0.02 0.03
H -2.98376 4.28825 1.66810 -0.02 0.03 -0.12
C -1.16701 6.08383 0.50825 -0.04 -0.07 -0.06
H -2.91389 6.16153 -0.75735 0.03 -0.03 0.12
H -3.22946 6.63864 0.91085 0.08 -0.11 -0.09
C -0.37123 5.05739 -0.31236 -0.02 -0.03 0.05
H -0.84463 7.09678 0.23901 -0.05 -0.15 0.04
H -0.93539 5.94820 1.57447 -0.03 0.02 -0.12
H -0.55200 5.23127 -1.37795 0.01 0.00 0.10
H 0.69621 5.20351 -0.14202 -0.17 0.00 -0.03
C -2.37803 0.03278 0.57821 -0.20 0.52 0.71
C -1.69738 0.54507 1.66444 -2.35 0.24 0.93
H -2.59289 0.68188 -0.26709 0.01 -0.12 0.12
C -1.64625 -0.20301 2.97182 0.09 -0.08 0.05
H -1.46422 1.60494 1.70110 0.20 -0.09 -0.14
C -1.96972 -1.68940 2.80065 -0.09 0.06 0.04
H -0.67267 -0.07041 3.45946 -0.19 -0.09 -0.09
H -2.37784 0.26457 3.65077 0.08 -0.02 -0.12
C -3.28886 -1.84605 2.03750 0.10 0.05 0.04
H -1.16320 -2.17367 2.23873 -0.26 0.10 0.29
H -2.03319 -2.17118 3.78272 -0.02 0.09 -0.12
C -3.19950 -1.23182 0.62966 0.20 -0.23 0.00
H -3.56488 -2.90274 1.95754 0.04 0.16 -0.01
H -4.08633 -1.34851 2.60695 0.07 -0.05 -0.10
H -2.79552 -1.96220 -0.07718 0.01 0.03 0.03
H -4.20440 -0.96762 0.27071 0.20 -0.01 0.01
Br 0.06594 -2.52667 0.15202 -0.31 -2.02 -0.29
```
Forces are in eV/Å.

## Properties
HOMO (spin up / spin down) in eV: -7.607 / -5.577
Strongest force on any atom in Eh/bohr: 0.165
Kohn-Sham gap (spin up / spin down) in eV: 7.62 / 5.48
Multiplicity: 1
Calculated total energy in hartree: -4569.33951
Energy above the lowest of the compared OMol25 structures with the same formula, charge and spin in eV: 1.9024
LUMO energy (spin up / spin down) in eV: 0.02 / -0.10


No. 2
Computed, not measured: a 3-piece molecular cluster, C45H72N3O5P overall, with the ωB97M-V functional and the def2-TZVPD basis.

XYZ file:
```
126
Properties=species:S:1:pos:R:3:forces:R:3
C -4.35550 5.63162 -0.63797 1.01 -0.06 -0.23
C -4.68570 5.25649 0.85324 -0.74 0.55 -0.14
C -5.16268 3.77532 1.07046 -0.32 -0.09 -0.58
C -4.11846 2.68032 0.62525 0.43 0.82 0.50
C -3.11323 2.24993 1.79912 0.06 -0.08 -1.46
C -1.65811 2.30446 1.20124 0.61 -0.41 0.27
C -0.62271 1.31656 1.88732 -1.03 -0.41 -0.39
C 0.22364 0.51650 0.82091 0.87 -0.31 0.53
C 1.74208 0.93311 0.73005 0.32 -0.42 -0.48
C 1.99649 2.34785 0.08713 -0.36 0.43 0.58
C 1.12976 2.67208 -1.18388 -0.10 -0.16 0.49
C 1.33102 1.66780 -2.38916 0.98 0.20 0.10
C 1.28376 2.32500 -3.79299 -2.38 1.30 -0.25
C 2.33740 2.13770 -4.81413 -0.25 1.16 -3.15
C 2.23642 2.74944 -6.15650 0.53 -0.36 2.07
C 3.36751 2.45723 -7.16217 0.67 -1.15 -0.71
C 3.56612 1.03218 -7.50081 0.99 0.70 -0.81
C 4.55860 0.59385 -8.46060 0.23 2.38 -0.12
C 5.39194 1.60495 -9.12910 -1.69 0.61 1.77
C 5.21094 3.00102 -8.76910 -0.88 -0.75 0.62
C 4.20380 3.45999 -7.79755 0.39 -2.43 -0.57
C 1.07355 3.59454 -6.56088 1.80 -0.67 -1.42
P 0.84994 4.36658 -8.24925 -0.08 -1.72 0.72
C -0.97340 4.04432 -8.67430 0.07 -0.65 -0.22
O 1.69023 3.52359 -9.45039 -1.40 0.30 1.28
C 0.04880 3.77883 -5.54085 -2.06 0.75 2.65
C 0.15962 3.16010 -4.18971 1.51 -0.32 -0.93
C -1.13776 3.62978 -3.44519 0.93 -0.81 -1.49
O -1.36282 3.90633 -2.31033 0.04 -0.19 -0.39
N -2.09214 3.72345 -4.57856 -0.86 0.89 1.76
C -1.31797 4.53691 -5.53289 2.96 -3.32 0.42
O -1.69240 5.52793 -6.07294 -0.43 0.63 -0.64
H -4.51264 6.72187 -0.87519 -0.03 -1.07 0.44
H -3.26198 5.44599 -0.85271 -1.11 0.08 0.15
H -4.91778 5.02741 -1.39773 0.28 0.49 0.81
H -3.82921 5.54315 1.52733 -0.71 -0.46 -0.66
H -5.54805 5.91677 1.16754 0.84 -0.68 -0.14
H -5.47469 3.67195 2.14279 0.34 -0.16 -0.84
H -6.10008 3.62780 0.45435 0.87 0.27 0.62
H -3.50032 3.14895 -0.19408 -0.63 -0.49 0.73
H -4.59516 1.77623 0.15616 0.29 0.83 0.66
H -3.33550 1.17630 2.04164 0.22 0.97 0.12
H -3.23553 2.88431 2.71334 0.09 -0.54 -0.75
H -1.73756 2.00258 0.11814 0.02 0.28 1.06
H -1.20109 3.32984 1.20188 -0.75 -0.65 -0.03
H -0.00018 1.82456 2.67354 -0.36 -0.42 -0.90
H -1.24064 0.55061 2.44546 0.66 0.76 -0.46
H 0.17618 -0.57106 1.11482 0.24 1.03 -0.40
H -0.18995 0.55806 -0.22275 0.01 0.10 1.09
H 2.27068 0.15247 0.10608 -0.52 0.67 0.60
H 2.22455 0.88178 1.75055 -0.53 0.13 -0.97
H 3.09181 2.54587 -0.10770 -1.04 -0.48 0.12
H 1.70416 3.11365 0.86903 0.26 -0.63 -0.82
H 0.05506 2.58363 -0.86935 1.12 0.55 -0.41
H 1.34938 3.73821 -1.47477 -0.37 -1.11 0.11
H 0.57222 0.84330 -2.25529 0.72 0.76 -0.54
H 2.34571 1.18603 -2.26859 -0.98 0.37 -0.24
H 3.23996 1.52065 -4.60475 -0.90 0.56 -0.15
H 2.92848 0.24114 -7.02888 0.57 1.05 -0.36
H 4.71587 -0.47361 -8.74199 -0.38 0.99 0.48
H 6.14922 1.32188 -9.89565 -0.74 0.25 0.80
H 5.86603 3.75270 -9.26833 -0.69 -0.64 0.53
H 4.07914 4.53820 -7.55110 0.17 -1.00 -0.27
H -1.06109 3.79343 -9.77057 0.32 0.40 1.06
H -1.61335 4.92672 -8.44725 0.54 -0.78 0.01
H -1.27396 3.12377 -8.09472 0.05 1.12 -0.54
H 1.21365 2.68579 -9.62063 0.46 0.32 0.00
H -2.13436 2.72672 -4.82517 -0.16 0.63 -0.67
C -5.12472 -1.29694 5.96070 -0.22 -0.25 0.13
C -3.73870 -1.25774 5.26606 -1.92 0.99 0.18
C -3.85200 -1.84502 3.84825 0.34 -0.41 -0.14
C -3.98980 -3.36517 3.82725 -0.03 0.01 0.03
C -2.87948 -4.02307 4.64139 -0.06 0.33 -0.41
C -2.76904 -3.46799 6.07111 -0.66 -1.73 1.11
N -2.73400 -1.97875 6.10554 2.38 0.22 -2.58
O -1.52630 -1.58920 5.71621 -0.95 -0.10 1.02
C -3.94764 -3.99054 6.92058 -0.38 0.09 -0.03
C -1.53114 -4.09353 6.74135 0.46 0.58 -0.09
C -3.42447 0.24420 5.13886 0.79 -0.06 0.09
H -5.70540 -0.39716 5.74838 0.20 0.00 -0.13
H -5.74504 -2.13085 5.63016 0.08 -0.05 0.10
H -5.02588 -1.34831 7.04747 0.06 -0.05 -0.08
H -2.96384 -1.57477 3.26425 0.05 0.07 0.18
H -4.70410 -1.39985 3.32661 0.01 0.15 0.21
H -4.97138 -3.66824 4.20366 0.02 0.02 0.04
H -3.94165 -3.71992 2.79355 -0.02 0.02 0.06
H -3.05071 -5.10315 4.67232 0.06 0.06 0.24
H -1.93123 -3.88085 4.11154 0.05 0.12 0.16
H -3.94680 -3.53367 7.91355 0.03 0.03 -0.09
H -3.87464 -5.07113 7.06152 0.19 0.07 -0.09
H -4.92322 -3.81990 6.46989 0.04 0.10 0.02
H -0.61271 -3.91203 6.18047 -0.11 0.18 0.03
H -1.63943 -5.17707 6.81638 -0.27 0.08 -0.08
H -1.39424 -3.70506 7.75483 -0.02 0.03 -0.10
H -3.33146 0.71296 6.12202 0.03 -0.08 -0.02
H -4.22240 0.75992 4.60049 -0.11 -0.28 0.06
H -2.50711 0.43448 4.57851 0.03 -0.12 0.18
C 4.20058 -5.95668 0.69257 0.00 -0.19 0.29
C 4.03229 -4.47115 0.28044 0.88 -1.85 -0.53
C 5.27051 -3.66882 0.71751 -0.08 0.45 0.31
C 5.32829 -3.40616 2.21975 0.01 -0.06 0.00
C 4.02886 -2.78037 2.71411 0.37 0.10 -0.37
C 2.78035 -3.58222 2.31223 -0.60 -0.73 1.84
N 2.76373 -3.92852 0.85731 0.90 3.36 -1.04
O 2.44641 -2.83198 0.16961 -0.31 -1.44 0.61
C 2.69463 -4.86730 3.16364 0.25 -0.34 -0.04
C 1.53683 -2.78416 2.73380 -0.22 0.32 -0.67
C 4.00383 -4.50897 -1.25955 -0.48 0.60 -0.07
H 4.71564 -6.53143 -0.07967 0.01 0.23 -0.05
H 4.79471 -6.08414 1.59803 -0.13 0.03 0.04
H 3.23338 -6.44217 0.84179 0.04 0.10 0.03
H 5.28525 -2.70218 0.20065 -0.18 -0.07 -0.05
H 6.18126 -4.19043 0.40985 -0.18 -0.14 -0.13
H 5.53815 -4.33161 2.76428 -0.04 -0.01 -0.02
H 6.16216 -2.73281 2.43856 -0.04 -0.06 -0.01
H 4.07283 -2.67865 3.80233 -0.24 -0.09 -0.05
H 3.96177 -1.76181 2.31615 -0.17 -0.07 -0.10
H 1.86934 -5.50243 2.83116 0.06 0.07 -0.05
H 2.51411 -4.62512 4.21315 -0.03 0.19 -0.13
H 3.60559 -5.46251 3.15353 -0.04 -0.01 -0.10
H 1.51596 -1.78373 2.29941 0.05 -0.14 -0.12
H 1.50507 -2.65084 3.81669 0.21 -0.18 -0.03
H 0.61817 -3.30245 2.44149 0.09 0.03 -0.04
H 3.13859 -5.06898 -1.62349 0.01 0.05 0.06
H 4.90199 -4.99529 -1.64569 -0.01 -0.06 0.29
H 3.98053 -3.51213 -1.70347 -0.17 -0.04 0.15
```
Forces are in eV/Å.

## Properties
HOMO (spin up / spin down) in eV: -5.453 / -8.672
Strongest force on any atom in Eh/bohr: 0.087
Kohn-Sham gap (spin up / spin down) in eV: 5.34 / 5.32
Multiplicity: 3
Calculated total energy in hartree: -2639.31890
LUMO energy (spin up / spin down) in eV: -0.11 / -3.36
⟨S²⟩: 3.05


No. 3
Computed, not measured: one molecule with the formula C4H6N2O, with the ωB97M-V functional and the def2-TZVPD basis.

XYZ file:
```
13
Properties=species:S:1:pos:R:3:forces:R:3
C 1.26595 0.01817 1.94444 0.28 -0.02 0.14
O -0.03714 0.38372 1.51111 -0.01 0.07 -0.18
C -0.23875 0.20245 0.19619 0.06 -0.22 -0.17
N 0.68973 -0.29437 -0.60011 -0.30 -0.17 0.10
N 0.08903 -0.34442 -1.82022 -0.41 -0.16 -0.13
C -1.20063 0.07363 -1.76036 -0.09 0.06 -0.02
C -1.46159 0.46628 -0.47706 0.07 0.04 0.00
H 1.28895 0.20486 3.01784 0.03 -0.01 -0.13
H 1.47971 -1.03672 1.73445 -0.13 0.18 0.05
H 2.01534 0.62349 1.42490 -0.04 -0.06 0.14
H 0.40229 -1.03209 -2.49386 0.27 0.42 0.21
H -1.82545 0.09112 -2.64031 0.03 -0.08 0.06
H -2.37825 0.87453 -0.07318 0.25 -0.05 -0.07
```
Forces are in eV/Å.

## Properties
HOMO in eV: -8.806
Strongest force on any atom in Eh/bohr: 0.010
SMILES: COc1cc[nH]n1
Kohn-Sham gap in eV: 9.88
Multiplicity: 1
Calculated total energy in hartree: -340.73937
Energy above the lowest of the compared OMol25 structures with the same formula, charge and spin in eV: 1.5114
LUMO energy in eV: 1.07


No. 4
Computed, not measured: C24H20ClN4RhSSe2 as an isolated structure, with the ωB97M-V functional and the def2-TZVPD basis.

XYZ file:
```
53
Properties=species:S:1:pos:R:3:forces:R:3
Rh -0.54542 0.02689 -0.01888 -1.21 -0.14 -0.66
Se -0.46491 2.54978 -0.91087 0.36 0.63 -0.52
Se 0.13396 1.06930 -2.67285 0.05 0.33 -0.09
C 1.65095 0.32185 -1.76537 -0.05 -0.28 0.24
C 2.90475 0.34652 -2.33103 0.04 -0.04 0.00
C 3.95227 -0.24320 -1.62745 0.05 0.01 -0.03
C 3.70720 -0.81276 -0.39307 0.01 -0.05 0.01
C 2.42059 -0.77944 0.12030 0.01 0.09 -0.10
N 1.41120 -0.23341 -0.56267 0.41 -0.36 0.39
C -2.29942 2.03433 -0.85676 -0.18 -0.30 0.28
C -3.30815 2.80040 -1.39299 -0.09 -0.02 0.06
C -4.61014 2.31606 -1.30309 -0.01 0.07 -0.04
C -4.83275 1.09873 -0.68828 -0.03 -0.03 0.04
C -3.75602 0.39456 -0.17244 0.05 0.09 0.09
N -2.50264 0.84939 -0.24589 -0.02 0.09 0.01
H 3.06220 0.82001 -3.28998 -0.01 0.01 0.00
H 4.95320 -0.23323 -2.03842 -0.01 -0.02 -0.02
H 4.49965 -1.27149 0.18093 -0.01 0.02 0.02
H 2.18177 -1.18490 1.09042 0.01 0.05 0.04
H -3.08323 3.74450 -1.86903 0.01 0.00 0.00
H -5.43330 2.88369 -1.71627 0.00 0.00 0.01
H -5.82856 0.68710 -0.60527 0.01 -0.01 0.02
H -3.91094 -0.55701 0.31785 -0.10 0.04 -0.04
N -2.07988 -0.50124 2.82310 0.07 0.04 0.04
C -0.91761 0.15388 2.94007 -0.02 0.00 0.06
N -0.16357 0.53129 1.92565 -0.02 -0.19 0.06
C 0.97153 1.25612 2.37812 -0.17 -0.05 -0.13
C 1.95093 1.87958 1.61114 0.01 0.05 0.03
C 2.97234 2.56282 2.24978 -0.03 -0.01 -0.01
C 3.03809 2.63087 3.63965 0.04 0.02 -0.01
C 2.06824 2.02477 4.41307 -0.06 -0.05 0.03
C 1.04108 1.35290 3.76460 0.05 0.01 0.07
S -0.32588 0.56913 4.50412 0.00 0.01 0.12
H -2.45643 -0.68009 1.91283 -0.01 -0.05 0.02
H -2.60474 -0.77773 3.63453 -0.01 0.02 0.01
H 1.91842 1.84496 0.53525 0.04 0.07 -0.01
H 3.72821 3.06132 1.65803 0.00 -0.02 -0.02
H 3.84411 3.17015 4.11704 0.00 -0.01 0.00
H 2.10243 2.07750 5.49287 -0.01 0.01 0.00
Cl 1.10124 -3.61212 0.49081 -0.04 -0.10 0.00
C 0.41878 -3.12287 -1.02124 -0.03 -0.07 0.02
C 1.01374 -3.55343 -2.18494 0.06 0.05 -0.04
C 0.45424 -3.20928 -3.41585 0.05 -0.01 0.00
C -0.70474 -2.45448 -3.47383 0.00 0.10 0.02
C -1.30233 -2.03707 -2.29585 -0.17 0.05 0.00
C -0.75841 -2.34251 -1.04035 -0.17 -0.62 -0.33
C -1.42899 -1.91074 0.16244 1.27 1.03 0.41
H 1.89644 -4.17637 -2.13656 0.00 0.00 0.00
H 0.91462 -3.56713 -4.32730 0.02 0.00 0.01
H -1.15447 -2.21828 -4.42859 -0.01 0.00 0.01
H -2.23349 -1.48130 -2.32737 -0.02 -0.03 -0.04
H -1.11492 -2.36407 1.09295 -0.15 -0.23 -0.04
H -2.49128 -1.73429 0.05693 0.03 -0.21 0.00
```
Forces are in eV/Å.

## Properties
HOMO in eV: -13.810
Strongest force on any atom in Eh/bohr: 0.033
Total charge: +2
Kohn-Sham gap in eV: 6.49
Multiplicity: 1
Calculated total energy in hartree: -6916.89158
Energy above the lowest of the compared OMol25 structures with the same formula, charge and spin in eV: 0.0000
LUMO energy in eV: -7.32